The following is a DFT calculation (the ωB97M-V functional and the def2-TZVPD basis) of a molecular structure, C34H31GeN3S2W in a non-equilibrium geometry.

Each line ends with the Löwdin charge.
Element x y z (Å)
W: 0.30340 0.44420 -0.22090  1.175
S: 0.66910 -1.53910 3.88950  1.071
C: 1.95900 -0.41290 3.77430  -0.390
C: 1.99200 0.24580 2.58310  -0.215
C: 0.94300 -0.12320 1.70470  -0.333
C: 0.15170 -1.10670 2.29140  -0.508
C: -0.91640 -1.68740 1.54380  -0.271
C: -1.74670 -2.74100 1.94410  0.005
C: -2.68810 -3.22800 1.06400  -0.034
C: -2.81540 -2.62870 -0.19190  -0.050
C: -1.99220 -1.57500 -0.51020  -0.162
N: -1.05180 -1.10920 0.32050  -0.140
H: 2.62450 -0.29200 4.60720  0.070
H: 2.75410 0.97370 2.34890  0.103
H: -1.62230 -3.15640 2.93190  0.112
H: -3.33620 -4.04270 1.34140  0.116
H: -3.54670 -2.97080 -0.90270  0.115
H: -2.07960 -1.06140 -1.46590  0.122
C: 0.82090 -1.12710 -1.62110  -0.558
H: 0.82960 -2.16120 -1.25610  0.027
H: 0.52500 -1.11580 -2.67930  0.026
C: 3.40910 3.44770 -4.65850  0.010
C: 2.89080 2.99630 -3.34290  -0.255
C: 2.50590 3.82810 -2.33210  0.051
C: 1.87950 3.31310 -1.15310  -0.240
N: 1.67890 2.00400 -1.02060  -0.057
C: 2.13770 1.15890 -1.98910  -0.602
S: 2.52360 -0.49020 -1.46500  0.906
N: 2.74540 1.65170 -3.14590  0.136
C: 1.45030 4.24530 -0.07660  0.006
H: 3.48320 4.53090 -4.67800  0.096
H: 2.72680 3.13480 -5.45040  0.102
H: 4.38230 3.00810 -4.87490  0.101
H: 2.63940 4.89020 -2.43450  0.132
H: 3.14080 0.98130 -3.79020  0.159
H: 1.17370 5.20860 -0.49660  0.096
H: 2.27110 4.41060 0.62410  0.113
H: 0.60510 3.84710 0.47930  0.046
C: -0.73600 4.36920 -3.68430  -0.091
C: -1.17060 5.08150 -2.57910  -0.076
C: -1.47730 4.42290 -1.40010  -0.125
C: -1.36100 3.04300 -1.30940  -0.345
C: -0.94820 2.33850 -2.43930  -0.171
C: -0.63220 2.98860 -3.61870  -0.095
Ge: -1.72980 1.87140 0.27740  0.953
C: -3.70930 1.68720 0.07770  -0.295
C: -4.41060 0.52600 0.37350  -0.116
C: -5.78590 0.47080 0.22070  -0.081
C: -6.48150 1.58820 -0.20760  -0.082
C: -5.79700 2.76120 -0.48440  -0.075
C: -4.42170 2.80310 -0.34820  -0.119
C: -1.47840 2.85400 1.99110  -0.303
C: -0.21330 2.85000 2.56940  -0.167
C: 0.01250 3.44700 3.79530  -0.078
C: -1.04070 4.02880 4.48040  -0.081
C: -2.31200 4.01090 3.93160  -0.076
C: -2.52710 3.43220 2.69290  -0.098
H: -0.48470 4.88580 -4.59830  0.105
H: -1.28110 6.15330 -2.63600  0.108
H: -1.80050 4.97970 -0.53030  0.111
H: -0.92250 1.23540 -2.39650  0.075
H: -0.32220 2.43410 -4.49390  0.105
H: -3.87970 -0.34600 0.72980  0.075
H: -6.31350 -0.44620 0.44300  0.104
H: -7.55280 1.54690 -0.32650  0.104
H: -6.33520 3.64170 -0.80410  0.106
H: -3.89050 3.71610 -0.57730  0.086
H: 0.60730 2.35400 2.05070  0.049
H: 1.00430 3.44420 4.22870  0.106
H: -0.87400 4.47990 5.44780  0.106
H: -3.13960 4.43810 4.47530  0.106
H: -3.51750 3.40970 2.26220  0.094

Properties
**E_tot**: -4418.55205 hartree
**Total charge**: +1
**Highest occupied orbital energy (spin up / spin down)**: -9.26 / -9.14 eV
**Multiplicity**: 2
**Kohn-Sham gap (spin up / spin down)**: 5.02 / 5.06 eV